Computed, not measured: a molecular structure, C47H36AsClCsN2O4Si, with ωB97M-V with the def2-TZVPD basis set.

## Properties
Highest occupied orbital energy = -3.94 eV
E_LUMO = 1.75 eV
Frontier orbital gap = 5.69 eV
Energy above the lowest of the compared OMol25 structures with the same formula, charge and spin = 80.25 kJ/mol
Net charge = -1

Positions of all 93 atoms, in Å:
H (1.06502, -2.17496, 1.43028)
C (-4.35161, -0.28645, -3.06853)
N (-4.74612, 0.96755, -0.17496)
O (-5.89025, -0.15612, 2.93309)
C (-0.12000, -2.23750, -5.19960)
H (1.79394, -0.96806, 4.10946)
H (0.88284, 0.68933, -3.01057)
C (1.79571, -2.24517, 0.62397)
C (3.41543, 0.11679, 3.34480)
H (4.35335, 3.19147, 2.07065)
C (0.45488, -1.11778, -5.87307)
O (-9.25506, -0.04487, -0.01278)
H (1.46195, 4.10579, 1.83797)
H (-0.14554, -4.17688, -0.40548)
O (-4.41828, 1.42562, 2.48802)
C (2.48166, -2.05547, -1.61902)
O (-8.30787, -0.52575, 1.93760)
C (2.64934, 5.52513, 4.61158)
C (0.78727, -0.04732, -4.99802)
H (-4.85253, -1.13365, -2.65650)
C (1.88080, 4.11606, 2.80688)
C (4.99330, -1.57698, 4.94251)
H (4.54493, -2.42352, -1.99765)
As (2.10643, 1.29023, 2.43608)
C (-4.69495, 0.96806, -2.56417)
C (-5.29348, 0.62823, 2.19740)
C (-6.97337, 0.45588, 0.17023)
C (-4.30637, 2.17006, -3.19383)
Cl (-7.89972, 0.52327, -2.49797)
C (-6.76784, 0.67975, -1.20598)
C (-2.95038, -2.28780, -0.67016)
H (-4.51537, 3.16837, -2.85655)
H (3.61046, 1.20199, -2.42331)
C (3.07971, 1.17218, -0.36378)
C (2.11080, 5.34975, 3.34123)
C (4.81413, 0.21337, 3.19671)
H (-1.69172, -5.83597, 0.55370)
C (3.21862, 1.81976, 0.88979)
H (3.25479, -2.95908, 1.97233)
C (-5.66994, 0.67729, 0.71808)
C (-1.53862, -2.61486, -0.73330)
C (-2.09274, -4.86014, 0.15090)
H (-4.90353, -2.91534, -0.07244)
C (3.60774, -1.73002, 4.93221)
C (3.08269, -2.60519, 0.99350)
H (-4.27251, -5.18252, 0.48318)
C (4.85288, 2.50646, -1.24706)
C (3.81182, -2.28298, -1.25973)
Cs (-1.84061, 1.01078, 1.17696)
C (-8.28337, -0.02082, 0.69659)
H (1.88512, 6.19856, 2.68739)
C (-3.54516, -0.30859, -4.20256)
H (5.10533, -2.79889, 0.33311)
H (2.28315, 0.45082, -0.50375)
H (5.74938, 3.91796, 0.12560)
C (-0.09263, -1.18997, -3.01522)
C (-3.90400, -3.19388, -0.24508)
H (-2.25641, 0.78421, -5.61832)
H (3.22402, 2.24097, 5.28339)
H (-7.43987, -0.50133, 2.43646)
Si (-0.28508, -1.17080, -1.09153)
C (5.56289, -0.53638, 4.10580)
C (0.52895, -0.11312, -3.65499)
C (-0.40821, -2.29013, -3.81138)
C (3.04650, 4.41672, 5.29174)
H (5.38547, 2.87490, -2.11243)
H (6.65061, -0.50459, 4.02366)
C (2.89215, 3.07688, 4.69603)
H (1.29807, 0.76805, -5.41291)
H (-3.26402, -1.27760, -4.59153)
C (3.83192, 1.58500, -1.41280)
C (2.32622, 2.97550, 3.46682)
H (-3.26390, -1.29287, -0.92184)
H (0.55688, -1.16552, -6.98418)
C (2.82743, -0.85083, 4.16220)
C (-3.50615, -4.46638, 0.21060)
H (-2.96608, 2.93703, -4.74926)
C (-1.20233, -3.91209, -0.35071)
C (-3.04258, 0.80873, -4.77422)
H (-0.61366, -3.24105, -3.31136)
C (5.03250, 3.07242, -0.00408)
N (-5.46519, 0.94821, -1.36422)
C (-3.45841, 2.03305, -4.30863)
H (-0.30691, -3.19035, -5.72387)
H (5.79045, -2.24360, 5.39586)
C (4.25688, 2.71942, 1.08074)
H (3.09222, -2.54245, 5.42758)
C (1.41549, -1.90397, -0.70912)
H (5.37569, 0.91249, 2.58457)
C (4.09417, -2.50698, 0.06332)
H (2.76548, 6.50862, 4.97175)
H (2.25625, -1.98950, -2.66762)
H (3.45868, 4.45337, 6.25374)